Molecular formula: C3H8O2
Method: DFT, ωB97M-V/def2-TZVPD

XYZ file:
```
13
Properties=species:S:1:pos:R:3
H -2.707 -1.494 0.000
C 2.298 -0.107 -0.504
H -2.010 0.605 -0.895
C 2.190 1.165 -0.168
O 1.282 -1.024 -0.451
H 0.702 -0.760 0.273
H 3.049 1.792 -0.356
H -1.972 -0.852 1.508
O -1.533 0.227 -0.152
H 1.286 1.598 0.235
C -2.453 -0.595 0.564
H -3.360 -0.040 0.820
H 3.228 -0.514 -0.875
```

The calculation puts the HOMO-LUMO gap at 0.359 Ha. As for the relative energy (zero: lowest compared OMol25 entry of this formula, charge and spin): 1.797 eV. Its SMILES is C=CO.CO. As for the electronic energy: -269.5288 Ha. The calculation puts the HOMO energy at -8.926 eV. Its molecular weight is 76.09 g mol⁻¹.

Löwdin atomic charge list, values in e, 2 entries:
1 H 0.079
2 C -0.283